Entry 1:
# C28H36N3O5Se2Te2Y

A structure of composition C28H36N3O5Se2Te2Y (ωB97M-V/def2-TZVPD, OMol25).

Calculated values
ΔE to the lowest compared entry with this formula, charge and spin in eV: 1.031
Total energy in eV: -190655.012
Strongest force on any atom in eV/Å: 1.5
Highest occupied orbital energy in eV: -6.374
LUMO energy in eV: -0.225

Last column: Löwdin charge in e.
CARTESIAN COORDINATES (ANGSTROEM)
Y  -0.1571  -2.0090  -0.2609  1.047
C  -1.8894  0.5195  1.8342  -0.054
O  -1.6309  0.2687  0.4599  -0.262
C  -1.6700  1.4649  -0.2828  -0.183
C  -1.6796  1.1803  -1.7895  -0.162
O  -1.2011  -0.1162  -2.0825  -0.259
C  -1.4551  -0.4483  -3.4391  -0.185
C  -1.0862  -1.9013  -3.7276  -0.228
O  -1.2969  -2.6858  -2.5707  -0.352
C  -1.9386  -3.9278  -2.8290  -0.114
H  -1.1499  1.2143  2.2453  0.089
H  -2.8920  0.9394  1.9620  0.100
H  -1.8250  -0.4281  2.3607  0.078
H  -2.5823  2.0162  -0.0311  0.132
H  -0.8135  2.0902  -0.0163  0.110
H  -2.7008  1.2800  -2.1765  0.125
H  -1.0584  1.9285  -2.2973  0.129
H  -2.5210  -0.2828  -3.6440  0.121
H  -0.8766  0.2069  -4.0998  0.137
H  -1.7171  -2.2584  -4.5454  0.132
H  -0.0409  -1.9749  -4.0255  0.048
H  -1.3334  -4.5468  -3.4940  0.100
H  -2.0429  -4.4423  -1.8789  0.032
H  -2.9326  -3.7657  -3.2595  0.096
O  -0.9319  -2.7041  4.0562  0.009
C  -0.4637  -2.5032  2.9296  -0.530
N  -1.0507  -2.7104  1.7507  -0.153
C  -2.2912  -3.4536  1.8244  -0.189
C  -3.3293  -2.8692  0.9192  -0.241
C  -4.6878  -3.0060  1.2032  -0.007
C  -5.6177  -2.4331  0.3597  -0.057
C  -5.1636  -1.7306  -0.7503  -0.053
C  -3.8023  -1.6542  -0.9619  -0.119
N  -2.8956  -2.2122  -0.1584  0.082
C  0.9621  -2.0183  2.8107  -0.173
C  1.7301  -1.9324  3.9636  0.010
C  3.0713  -1.6145  3.8527  -0.044
C  3.6005  -1.3891  2.5900  -0.052
C  2.7623  -1.4764  1.4934  -0.183
N  1.4677  -1.7802  1.5940  0.016
H  -2.6550  -3.4858  2.8523  0.117
H  -2.1066  -4.4934  1.5128  0.100
H  -4.9932  -3.5494  2.0874  0.119
H  -6.6769  -2.5225  0.5642  0.109
H  -5.8516  -1.2541  -1.4350  0.104
H  -3.4114  -1.1209  -1.8194  0.095
H  1.2423  -2.1442  4.9038  0.117
H  3.6956  -1.5543  4.7353  0.109
H  4.6474  -1.1583  2.4515  0.109
H  3.1387  -1.2940  0.4941  0.063
Se  0.2321  -4.7672  -0.2214  -0.133
Te  2.7036  -4.6981  -0.5401  0.141
Te  2.6488  -3.4953  -2.9594  0.160
Se  1.7915  -1.3097  -2.0800  -0.071
C  3.8316  6.7178  0.6358  -0.043
C  3.2731  5.3591  0.3235  -0.251
C  3.1080  4.9307  -0.9878  -0.006
C  2.5867  3.6818  -1.2877  -0.195
C  2.4509  3.2827  -2.7361  -0.038
C  2.2055  2.8315  -0.2315  -0.094
C  1.6241  1.5364  -0.5793  -0.248
O  1.1355  0.7253  0.1866  -0.062
C  2.3911  3.2404  1.1092  -0.175
C  2.0524  2.3574  2.2779  -0.019
C  2.9179  4.4978  1.3559  -0.007
H  4.0486  7.2768  -0.2726  0.075
H  4.7512  6.6283  1.2165  0.086
H  3.1221  7.2897  1.2358  0.085
H  3.4015  5.5899  -1.7968  0.115
H  2.8491  4.0653  -3.3793  0.079
H  1.4078  3.1234  -3.0156  0.080
H  2.9960  2.3625  -2.9520  0.090
H  1.6364  1.3170  -1.6564  0.044
H  2.4637  1.3568  2.1588  0.071
H  0.9721  2.2383  2.3761  0.076
H  2.4358  2.7923  3.2007  0.082
H  3.0649  4.8123  2.3837  0.121

Entry 2:
# C4H5N2

The ion C4H5N2 with charge +1 (ωB97M-V/def2-TZVPD, OMol25).

Calculated values
Charge: +1
ΔE to the lowest compared entry with this formula, charge and spin in eV: 3.826
Total energy in eV: -7196.726
Strongest force on any atom in eV/Å: 5.6
Highest occupied orbital energy in eV: -15.031
LUMO energy in eV: -6.026

Last column: Löwdin charge in e.
CARTESIAN COORDINATES (ANGSTROEM)
C  0.0294  -1.7568  -0.0491  -0.074
C  2.0754  0.7584  -0.0190  0.121
C  -0.9963  -0.8958  0.1021  0.010
C  -2.0014  -0.1129  -0.0195  0.104
N  1.3605  -1.5095  -0.0107  0.173
N  1.7854  -0.4334  0.0102  0.013
H  -0.2757  -2.7172  -0.1850  0.093
H  2.3661  1.3075  0.9889  0.163
H  -2.0288  0.1653  -1.0915  0.122
H  2.5294  1.4531  -0.8560  0.167
H  -2.7671  0.2784  0.6537  0.107

Entry 3:
# C19H48FO16PS5

A cluster of 5 separate species, C19H48FO16PS5 in total (ωB97M-V/def2-TZVPD, OMol25).

Calculated values
Total energy in eV: -119424.806
Strongest force on any atom in eV/Å: 0.7
Highest occupied orbital energy in eV: -9.980
LUMO energy in eV: 0.138
SMILES string: CCCCCO[P@](=O)(OS)O[C@@H](C)F.CCOS(C)(=O)=O.CCOS(C)(=O)=O.CCOS(C)(=O)=O.CCOS(C)(=O)=O

Last column: Löwdin charge in e.
CARTESIAN COORDINATES (ANGSTROEM)
C  -3.3442  -1.3130  -3.9805  -0.097
C  -2.1083  -1.2863  -4.8768  -0.247
C  -0.8232  -0.8134  -4.1645  -0.195
C  -0.1705  0.4487  -4.7593  -0.164
C  0.1845  1.5231  -3.7460  -0.179
O  -0.8543  2.5494  -3.6553  -0.218
P  -1.8950  2.4757  -2.4754  0.319
O  -2.1183  1.1912  -1.8317  -0.197
O  -3.1959  3.1823  -3.0742  -0.639
S  -3.6008  3.3298  -4.6857  0.830
O  -1.4016  3.5677  -1.4226  -0.117
C  -0.6321  4.7123  -1.6956  -0.420
C  -1.4837  5.9008  -2.0444  0.011
F  0.0312  4.9598  -0.5127  0.023
H  -4.2457  -1.5024  -4.5699  0.071
H  -3.2675  -2.1128  -3.2430  0.056
H  -3.4788  -0.3677  -3.4477  0.055
H  -2.3094  -0.6593  -5.7534  0.095
H  -1.9361  -2.2943  -5.2646  0.098
H  -0.1009  -1.6315  -4.1918  0.102
H  -1.0425  -0.6303  -3.1081  0.090
H  0.7559  0.1967  -5.2842  0.114
H  -0.8291  0.8970  -5.5104  0.110
H  0.3099  1.0976  -2.7472  0.120
H  1.0907  2.0652  -4.0149  0.121
H  -2.9236  4.4695  -4.8983  -0.135
H  0.1282  4.4756  -2.4439  0.151
H  -2.1931  6.0829  -1.2359  0.102
H  -2.0446  5.7083  -2.9600  0.071
H  -0.8526  6.7781  -2.1893  0.093
C  -2.2837  2.5220  1.5516  -0.056
C  -0.8395  2.0934  1.6146  -0.228
O  -0.2434  2.2694  2.9356  -0.282
S  -0.4876  1.1557  4.0282  0.578
C  0.7363  1.6964  5.1707  -0.109
O  -0.1225  -0.1229  3.4893  -0.306
O  -1.7840  1.3089  4.6142  -0.265
H  -2.9462  1.8608  2.1075  0.081
H  -2.5712  2.5240  0.5006  0.055
H  -2.3996  3.5327  1.9457  0.090
H  -0.6960  1.0589  1.3029  0.122
H  -0.2251  2.7316  0.9833  0.094
H  1.7155  1.6062  4.7080  0.077
H  0.6544  1.0465  6.0393  0.077
H  0.5227  2.7261  5.4444  0.078
C  2.6064  3.3752  1.5816  -0.060
C  2.8602  4.8345  1.2830  -0.231
O  3.1247  5.6095  2.4872  -0.263
S  4.5594  5.4683  3.1413  0.558
C  4.4915  6.8980  4.1616  -0.123
O  5.5554  5.6334  2.1243  -0.277
O  4.6076  4.3009  3.9690  -0.280
H  3.5048  2.8772  1.9433  0.080
H  2.2808  2.8811  0.6643  0.085
H  1.8236  3.2658  2.3316  0.065
H  3.6968  4.9728  0.5976  0.114
H  1.9824  5.3135  0.8577  0.104
H  4.4271  7.7778  3.5279  0.075
H  5.4125  6.9038  4.7406  0.077
H  3.6288  6.8149  4.8169  0.075
C  -1.2085  -7.0493  -4.2400  -0.072
C  -2.0046  -7.1566  -2.9594  -0.246
O  -1.4588  -6.3324  -1.8947  -0.264
S  -1.7739  -4.7767  -1.9568  0.561
C  -1.3347  -4.3532  -0.3143  -0.119
O  -3.1842  -4.6034  -2.1497  -0.282
O  -0.8760  -4.1389  -2.8736  -0.278
H  -1.2997  -6.0603  -4.6851  0.071
H  -1.5808  -7.7888  -4.9505  0.081
H  -0.1529  -7.2449  -4.0521  0.085
H  -3.0502  -6.8825  -3.1015  0.112
H  -1.9659  -8.1623  -2.5463  0.121
H  -2.0161  -4.8542  0.3676  0.079
H  -1.4420  -3.2728  -0.2400  0.083
H  -0.3026  -4.6374  -0.1266  0.066
C  2.6092  -6.7290  3.4340  -0.072
C  1.2128  -6.1528  3.4819  -0.245
O  1.1643  -4.8692  4.1616  -0.265
S  1.6573  -3.5981  3.3495  0.572
C  0.9656  -2.3647  4.3909  -0.134
O  1.0016  -3.5827  2.0739  -0.285
O  3.0850  -3.5182  3.3873  -0.274
H  3.2640  -6.1386  2.7959  0.074
H  2.5585  -7.7448  3.0395  0.081
H  3.0430  -6.7632  4.4331  0.085
H  0.7856  -6.0281  2.4864  0.106
H  0.5405  -6.7747  4.0689  0.121
H  -0.1168  -2.4532  4.3707  0.078
H  1.2787  -1.4078  3.9782  0.048
H  1.3611  -2.4982  5.3943  0.081

Entry 4:
# C6H16N3O5

A cluster of 3 separate species, C6H16N3O5 in total (ωB97M-V/def2-TZVPD, OMol25).

Calculated values
Charge: +2
ΔE to the lowest compared entry with this formula, charge and spin in eV: 0.000
2S+1: 2
Total energy in eV: -21165.613
Strongest force on any atom in eV/Å: 5.2
Highest occupied orbital energy (alpha / beta) in eV: -18.122 / -18.120
LUMO energy (alpha / beta) in eV: -8.009 / -12.627
Expectation value of S²: 0.757

Last column: Löwdin charge in e.
CARTESIAN COORDINATES (ANGSTROEM)
C  -2.0236  -3.0617  2.6944  0.055
C  -0.6138  -2.4510  3.0704  -0.271
O  0.0592  -2.7960  4.0484  0.165
N  -0.1228  -1.2210  2.2389  0.077
H  -0.4828  -1.3387  1.3026  0.076
H  -0.6986  -0.5046  2.6575  0.179
C  1.3618  -0.9675  2.2360  0.039
H  -1.9695  -3.4382  1.6729  0.077
H  -2.8125  -2.3122  2.7576  0.101
H  -2.1460  -3.9340  3.3366  0.108
H  1.8107  -1.9370  2.0199  0.114
H  1.7056  -0.6752  3.2282  0.121
H  1.6502  -0.3593  1.3787  0.085
C  1.3327  2.6961  -0.3725  0.029
C  0.7830  2.9593  -1.6933  -0.345
O  0.9406  3.9695  -2.2926  0.222
N  0.0762  1.7423  -2.4580  0.087
H  0.5170  0.8347  -2.4121  0.119
H  -0.8331  1.5654  -2.0557  0.142
C  -0.0144  1.9744  -3.9654  0.031
H  0.5571  2.9944  0.3328  0.120
H  2.2298  3.2894  -0.1958  0.126
H  1.5640  1.6392  -0.2400  0.074
H  0.9831  1.7900  -4.3643  0.116
H  -0.3050  2.9983  -4.2002  0.108
H  -0.6982  1.3061  -4.4887  0.111
N  -0.7207  -1.1832  -1.0723  -0.594
O  -0.4741  -1.2323  -2.2493  0.280
O  -0.8644  -2.1875  -0.4710  0.281
O  -0.7916  -0.1598  -0.4439  0.170

Entry 5:
# C5H11NO3

A structure of composition C5H11NO3 (ωB97M-V/def2-TZVPD, OMol25).

Calculated values
ΔE to the lowest compared entry with this formula, charge and spin in eV: 2.161
Total energy in eV: -12994.691
Strongest force on any atom in eV/Å: 2.1
Highest occupied orbital energy in eV: -9.916
LUMO energy in eV: 0.638

Last column: Löwdin charge in e.
CARTESIAN COORDINATES (ANGSTROEM)
C  -0.4989  -0.9774  -0.2308  -0.544
C  0.2569  -0.5001  -1.4398  -0.062
C  0.6952  -1.7461  -0.6959  -0.059
C  -1.8858  -1.5464  -0.3755  -0.009
O  -0.3610  -0.2416  0.9763  -0.056
H  -0.7059  0.8509  0.8747  0.131
H  0.8787  0.3776  -1.3298  0.098
H  -0.2080  -0.6101  -2.4100  0.104
H  1.5969  -1.6758  -0.1033  0.106
H  0.5352  -2.7107  -1.1573  0.104
H  -1.9691  -2.1215  -1.2966  0.087
H  -2.1124  -2.2037  0.4646  0.088
H  -2.6288  -0.7468  -0.4038  0.086
C  1.0967  2.4302  1.0872  -0.584
N  1.6285  1.2488  1.2908  0.114
O  -0.4155  2.1963  0.9259  -0.011
O  1.4884  3.5292  0.8143  0.080
H  -0.7796  2.9133  0.3913  0.118
H  0.7607  0.2556  1.1868  0.110
H  2.6280  1.2783  1.4306  0.100

Entry 6:
# S2

The molecule S2 (ωB97M-V/def2-TZVPD, OMol25).

Calculated values
ΔE to the lowest compared entry with this formula, charge and spin in eV: 0.068
Total energy in eV: -21668.929
Strongest force on any atom in eV/Å: 1.9
Highest occupied orbital energy in eV: -8.464
LUMO energy in eV: -2.717

Last column: Löwdin charge in e.
CARTESIAN COORDINATES (ANGSTROEM)
S  0.3917  0.7441  0.4927  0.000
S  -0.3917  -0.7441  -0.4927  0.000